Below is a molecular structure, C20H19BrClN3O7Si2 at a distorted geometry, with properties calculated with ωB97M-V/def2-TZVPD.

```
! wB97M-V def2-TZVPD RIJCOSX def2/J DEFGRID3
* xyz 0 1
Br 4.381 0.976 -6.197
Cl 1.651 2.113 -8.437
Si 3.601 1.136 -8.379
Si 5.905 2.930 -8.477
O -1.644 -3.723 0.486
O -3.252 -3.907 1.967
O -3.692 0.944 4.277
O 2.865 -4.378 -4.549
O -5.052 -0.226 5.540
O 3.423 -2.501 -5.538
O 4.698 2.076 -9.426
N -2.182 -3.429 1.564
N 2.754 -3.157 -4.726
N -4.364 0.778 5.306
C -5.076 1.692 7.500
C -3.613 3.015 6.073
C -1.508 -2.443 2.418
C -0.253 -0.542 4.019
C -5.073 2.720 8.445
C -1.436 -1.143 4.453
C -3.620 4.037 7.024
C 7.330 1.648 -8.057
C 1.758 -2.438 -3.921
C -0.160 -1.081 -2.427
C 0.995 -3.135 -2.976
C -0.315 -1.849 1.984
C 0.308 -0.894 2.790
C 8.347 0.690 -7.761
C 0.034 -2.449 -2.229
C 1.573 -1.062 -4.115
C 0.607 -0.388 -3.364
C -4.347 1.845 6.313
C -4.351 3.890 8.204
C -2.070 -2.097 3.654
H 0.451 0.679 -3.511
H 9.196 0.167 -7.103
H -3.038 3.145 5.158
H -1.866 -0.865 5.413
H -3.058 4.951 6.844
H 3.479 -0.264 -8.857
H 6.471 4.034 -9.290
H 2.162 -0.507 -4.841
H 5.369 3.541 -7.240
H -0.566 -2.982 -1.495
H 0.233 0.207 4.641
H 1.231 -0.423 2.459
H 1.132 -4.202 -2.812
H 0.135 -2.113 1.030
H -2.993 -2.554 4.005
H -4.358 4.692 8.940
H -5.646 0.787 7.701
H -5.638 2.611 9.368
H -0.915 -0.553 -1.848
*
```

Properties
LUMO energy (eV): -1.02
HOMO-LUMO gap (eV): 8.66
E_HOMO (hartree): -0.356

For each atom in turn, the Löwdin charge in e is: 0.312 0.161 -0.061 0.438 0.041 0.073 0.054 0.063 0.063 0.035 -0.507 -0.317 -0.324 -0.322 0.000 -0.001 -0.137 -0.069 -0.066 -0.078 -0.067 -0.233 -0.140 -0.070 0.007 -0.001 -0.067 0.004 -0.063 -0.006 -0.065 -0.143 -0.072 0.007 0.109 0.058 0.119 0.104 0.109 -0.026 -0.036 0.064 -0.049 0.083 0.108 0.108 0.121 0.110 0.122 0.109 0.120 0.109 0.109

=====

Below is a single C20H19ClF3N5O2 molecule, with properties calculated with ωB97M-V/def2-TZVPD.

```
! wB97M-V def2-TZVPD RIJCOSX def2/J DEFGRID3
* xyz 0 1
Cl -3.025 2.339 2.183
F 1.207 3.227 -0.674
F 1.206 1.695 -2.182
F 0.282 3.592 -2.580
O -0.221 -0.808 1.023
O 2.857 -2.872 -1.606
N 4.195 -1.500 -0.406
N -2.782 0.818 -1.488
N -4.255 0.190 0.167
N 1.904 -1.120 -0.534
N 0.642 -1.607 -0.880
C -0.848 2.128 -1.105
C 4.553 -0.354 0.314
C -3.058 -1.443 1.499
C 3.917 0.870 0.127
C 5.355 1.880 1.767
C -2.838 -1.923 0.096
C -1.283 2.383 0.194
C 6.011 0.671 1.932
C -1.687 1.389 -1.927
C -2.464 1.825 0.633
C 5.617 -0.439 1.210
C -4.237 -0.449 1.475
C 4.315 1.975 0.858
C -4.124 -2.151 -0.639
C 2.980 -1.900 -0.883
C -4.778 -0.751 -0.813
C 0.448 2.659 -1.622
C -0.387 -1.448 -0.010
C -1.658 -1.967 -0.528
C -3.168 0.930 -0.213
H 3.138 0.965 -0.611
H -4.568 -0.356 -1.804
H -3.290 -2.290 2.149
H -1.617 -2.322 -1.549
H -4.148 0.279 2.276
H -0.709 3.017 0.851
H 5.660 2.745 2.336
H -1.457 1.228 -2.971
H -2.154 -0.963 1.870
H -3.956 -2.608 -1.612
H 6.833 0.591 2.627
H -5.195 -0.960 1.589
H 4.934 -2.166 -0.588
H 3.810 2.916 0.705
H 0.683 -2.298 -1.620
H 1.868 -0.621 0.351
H -4.779 -2.801 -0.056
H 6.130 -1.382 1.338
H -5.859 -0.812 -0.667
*
```

Properties
Relative energy (zero: lowest compared OMol25 entry of this formula, charge and spin) (eV): 0.1009
LUMO energy (eV): 0.51
HOMO-LUMO gap (eV): 8.88
E_HOMO (hartree): -0.308

For each atom in turn, the Löwdin charge in e is: 0.750 0.135 0.129 0.139 0.042 0.060 0.137 0.140 -0.073 0.095 0.090 -0.106 -0.240 -0.091 -0.031 -0.094 -0.216 -0.027 -0.087 -0.063 -0.540 -0.030 -0.161 -0.073 -0.100 -0.526 -0.139 -0.588 -0.454 0.028 -0.298 0.092 0.108 0.131 0.117 0.050 0.121 0.100 0.132 0.099 0.115 0.103 0.125 0.156 0.102 0.147 0.137 0.118 0.111 0.122

=====

Below is 3 unconnected molecules or ions with the total composition C20H19F16N6O3PS2 at a distorted geometry, with properties calculated with ωB97M-V/def2-TZVPD.

```
! wB97M-V def2-TZVPD RIJCOSX def2/J DEFGRID3
* xyz 0 1
S -0.647 -0.226 -4.478
S -0.084 -2.345 -0.942
P 4.271 1.239 -0.381
F -5.447 3.053 0.498
F 3.601 -2.383 3.462
F 5.568 -6.685 -0.778
F -7.735 6.943 -0.975
F -8.678 4.999 -0.759
F 7.262 -6.066 1.268
F -8.726 6.440 1.515
F 2.725 -5.244 1.650
F 1.534 -3.499 2.210
F 4.459 -4.830 -0.419
F 5.204 -6.399 1.876
F -7.293 4.798 1.748
F 3.923 -2.712 1.322
F -6.938 0.820 0.573
F -5.364 1.834 -1.317
F -8.243 2.575 0.533
O -2.101 -0.623 -1.093
O -6.434 5.185 -0.888
O 6.067 -4.315 1.815
N 2.193 3.813 -1.883
N -0.976 -0.426 0.804
N -1.978 0.538 0.794
N 3.423 0.887 -4.054
N 0.593 0.628 -2.171
N 4.573 0.352 0.876
C -7.600 5.724 -0.411
C -6.151 2.692 -0.591
C 2.329 2.782 -1.414
C 2.795 0.700 -3.121
C 1.580 1.462 0.431
C 5.211 -3.944 2.878
C 2.361 -1.044 -1.531
C -2.624 0.376 -0.327
C -1.080 -1.062 -0.326
C 2.022 0.413 -1.896
C 1.545 -1.724 -0.432
C -7.367 1.854 -0.189
C -7.534 5.955 1.101
C -6.382 3.912 -1.498
C 2.618 -4.243 2.545
C 5.653 -5.440 -0.260
C 3.848 -3.333 2.517
C 2.471 1.458 -0.812
C 0.077 0.246 -3.204
C 6.015 -5.547 1.224
H 2.466 -4.659 3.544
H -6.745 6.671 1.336
H 1.434 -1.138 0.467
H 0.549 1.368 0.117
H 3.413 -1.122 -1.280
H 6.419 -4.872 -0.791
H 2.083 -2.617 -0.140
H -5.488 3.962 -2.118
H -3.452 0.942 -0.680
H 2.226 -1.630 -2.435
H -7.866 1.453 -1.076
H -7.220 3.754 -2.177
H 5.109 -4.741 3.614
H 1.791 0.655 1.116
H 5.748 -3.135 3.368
H 1.667 2.412 0.939
H 4.843 0.693 -1.542
H 4.770 2.550 -0.297
H 3.718 0.020 1.306
*
```

Properties
LUMO energy (eV): -0.17
HOMO-LUMO gap (eV): 9.15
E_HOMO (hartree): -0.343

For each atom in turn, the Löwdin charge in e is: 0.836 1.022 0.794 0.142 0.106 0.103 0.147 0.154 0.146 0.102 0.099 0.090 0.093 0.154 0.103 0.113 0.099 0.075 0.103 0.014 0.052 0.053 0.207 0.048 0.067 0.226 0.122 -0.273 -0.547 -0.434 -0.275 -0.221 -0.048 -0.035 -0.163 -0.144 -0.707 -0.428 -0.431 -0.307 -0.287 -0.042 -0.297 -0.283 -0.440 -0.506 -0.796 -0.550 0.176 0.176 0.053 0.064 0.101 0.176 0.051 0.150 0.104 0.122 0.174 0.148 0.148 0.061 0.152 0.100 0.019 0.021 -0.052

=====

Below is a molecular structure, C20H19F19N5O12S6V at a distorted geometry, with properties calculated with ωB97M-V/def2-TZVPD.

```
! wB97M-V def2-TZVPD RIJCOSX def2/J DEFGRID3
* xyz 0 3
V 0.356 12.954 5.289
S -0.107 10.783 2.600
S -1.545 10.805 7.064
S 1.362 15.408 7.530
S -1.624 12.898 2.920
S -2.198 13.341 7.273
S 0.807 16.152 4.965
F 1.664 10.025 4.380
F -0.245 11.699 9.229
F -1.362 9.738 9.432
F 0.678 9.918 8.402
F 3.925 15.715 8.634
F -1.301 15.074 1.455
F -4.835 12.693 6.804
F 4.517 10.833 4.403
F 2.510 10.585 2.601
F -3.477 12.311 5.164
F -1.246 13.209 0.275
F -1.213 17.157 6.603
F 0.389 13.839 1.467
F 3.778 13.874 7.408
F 1.496 8.625 2.753
F -0.588 18.530 4.941
F 3.932 15.800 6.432
F -1.779 16.745 4.624
F -4.079 14.306 5.649
O -1.849 14.740 7.215
O -0.893 9.963 6.032
O 2.001 17.036 4.890
O 0.913 14.464 8.536
O 1.015 16.843 7.829
O -1.221 9.832 2.834
O -2.786 12.095 2.463
O -2.998 10.614 7.359
O -0.032 11.198 1.170
O -1.770 13.947 3.926
O -2.625 12.914 8.613
O 0.565 15.423 3.744
N 0.897 14.786 6.128
N 1.798 11.645 6.469
N -1.052 12.477 6.559
N 2.451 13.209 4.365
N -0.193 12.084 3.615
C -0.889 13.816 1.393
C 4.239 15.484 1.856
C -3.726 13.144 6.106
C 4.491 11.321 9.448
C 4.807 15.385 3.322
C -0.777 17.219 5.317
C 5.575 10.012 4.124
C 5.558 8.979 3.209
C 7.813 8.473 3.678
C 4.146 10.029 8.733
C 6.707 8.145 2.999
C 4.879 13.991 3.798
C 6.729 10.220 4.924
C 3.539 13.538 4.130
C 7.932 9.505 4.576
C 2.700 11.051 6.816
C 3.907 10.315 7.234
C 1.507 9.915 3.092
C 3.381 15.167 7.454
C -0.514 10.486 8.704
H 3.198 9.615 9.076
H 5.470 13.975 4.713
H 5.051 15.612 1.140
H 3.669 16.413 1.873
H 4.888 11.238 10.460
H 4.585 8.860 2.756
H 6.706 7.272 2.364
H 4.716 10.959 6.887
H 6.686 10.964 5.706
H 5.392 11.773 9.035
H 8.861 9.619 5.115
H 4.266 16.070 3.975
H 3.563 14.670 1.594
H 4.941 9.308 8.924
H 5.532 13.389 3.167
H 4.026 9.458 6.571
H 8.716 7.908 3.499
H 5.824 15.769 3.255
H 3.679 12.044 9.527
*
```

Properties
Expectation value of S²: 2.012
Relative energy (zero: lowest compared OMol25 entry of this formula, charge and spin) (eV): 1.1771
LUMO energy (alpha / beta) (eV): -2.56 / -1.61
HOMO-LUMO gap (alpha / beta) (eV): 8.02 / 8.98
E_HOMO (alpha / beta) (hartree): -0.389 / -0.389

For each atom in turn, the Löwdin charge in e is: 0.933 0.707 0.816 0.651 0.795 0.628 0.763 0.133 0.122 0.154 0.120 0.071 0.169 0.104 0.019 0.156 0.154 0.162 0.106 0.173 0.096 0.174 0.127 0.129 0.169 0.183 -0.286 -0.325 -0.289 -0.297 -0.274 -0.275 -0.236 -0.265 -0.285 -0.337 -0.268 -0.338 -0.392 0.177 -0.396 0.176 -0.389 -0.709 -0.058 -0.671 -0.105 -0.246 -0.572 -0.268 0.011 -0.144 -0.209 -0.056 -0.182 0.008 -0.109 -0.050 -0.124 -0.141 -0.697 -0.521 -0.556 0.100 0.126 0.072 0.073 0.076 0.104 0.114 0.094 0.097 0.076 0.105 0.089 0.070 0.118 0.140 0.127 0.110 0.117 0.080

=====

Quick rundown of DFT total energy, same order as above: -5077.3958 -1957.6222 -4063.2625 -7180.5320 a.u.